Entry i
ORCA calculation (wB97M-V/def2-TZVPD) on a cluster of 5 separate species, CH14NO4 in total.

Calculated values
HOMO energy	-0.5464	Ha
total charge	+1
gap between HOMO and LUMO	12.02	eV
LUMO energy	-0.1048	Eh

Each atom is followed by the atoms it is bonded to, with distances in Å.
Atoms and positions in Å:
1 C 0.204 0.244 -1.495  N2 1.546, H3 1.145, H4 1.126, H5 1.124
2 N -0.063 0.803 -0.079  C1 1.546, H6 1.109, H7 1.016, H8 1.088
3 H 0.507 1.115 -2.174  C1 1.145
4 H 0.919 -0.624 -1.549  C1 1.126
5 H -0.710 -0.181 -1.992  C1 1.124
6 H -0.975 0.418 0.422  N2 1.109
7 H -0.329 1.760 -0.289  N2 1.016
8 H 0.768 0.396 0.494  N2 1.088
9 H -1.781 4.658 -0.185  O11 0.933
10 H -1.918 3.624 1.048  O11 0.989
11 O -1.837 3.763 0.072  H9 0.933, H10 0.989
12 H 1.705 -4.253 -0.756  O14 1.008
13 H 2.908 -4.870 0.085  O14 0.979
14 O 2.403 -4.044 -0.059  H12 1.008, H13 0.979
15 H 2.014 -1.976 0.165  O17 1.040
16 H 2.826 -0.922 1.047  O17 0.951
17 O 2.078 -0.981 0.464  H15 1.040, H16 0.951
18 H -3.280 -0.404 1.013  O20 1.007
19 H -3.223 1.154 1.165  O20 0.979
20 O -2.671 0.390 0.901  H18 1.007, H19 0.979

---

Entry ii
ORCA calculation (wB97M-V/def2-TZVPD) on a cluster of 5 separate species, CH14NO4 in total.

Calculated values
HOMO energy	-0.5305	Ha
total charge	+1
gap between HOMO and LUMO	11.63	eV
LUMO energy	-0.1032	Eh

Each atom is followed by the atoms it is bonded to, with distances in Å.
Atoms and positions in Å:
1 C 0.174 -0.441 -0.836  N2 1.486, H3 1.087, H4 1.088, H5 1.070
2 N 0.244 0.557 0.263  C1 1.486, H6 1.026, H7 1.052, H8 1.027
3 H 1.067 -0.376 -1.452  C1 1.087
4 H 0.237 -1.455 -0.448  C1 1.088
5 H -0.707 -0.249 -1.411  C1 1.070
6 H -0.481 1.264 0.101  N2 1.026
7 H 1.214 0.959 0.322  N2 1.052
8 H -0.020 0.166 1.174  N2 1.027
9 H -2.018 -2.716 -2.799  O11 0.957
10 H -2.932 -1.925 -1.856  O11 0.958
11 O -2.113 -2.422 -1.894  H9 0.957, H10 0.958
12 H 3.174 2.201 0.864  O14 0.958
13 H 3.276 0.715 0.308  O14 0.969
14 O 2.754 1.340 0.833  H12 0.958, H13 0.969
15 H 1.371 -1.876 2.744  O17 0.959
16 H -0.007 -2.307 3.061  O17 0.962
17 O 0.469 -1.741 2.446  H15 0.959, H16 0.962
18 H -1.503 3.341 -1.456  O20 0.967
19 H -2.325 2.901 -0.412  O20 0.969
20 O -1.491 2.617 -0.815  H18 0.967, H19 0.969

---

Entry iii
ORCA calculation (wB97M-V/def2-TZVPD) on a cluster of 5 separate species, CH14NO4 in total.

Calculated values
HOMO energy	-0.5404	Ha
total charge	+1
gap between HOMO and LUMO	11.97	eV
LUMO energy	-0.1006	Eh

Each atom is followed by the atoms it is bonded to, with distances in Å.
Atoms and positions in Å:
1 C -0.804 2.251 0.997  N2 1.524, H3 1.096, H4 1.130, H5 1.130
2 N 0.181 1.516 0.096  C1 1.524, H6 1.025, H7 1.044, H8 1.025
3 H -1.463 2.658 0.222  C1 1.096
4 H -0.935 1.644 1.941  C1 1.130
5 H -0.242 3.092 1.501  C1 1.130
6 H -0.202 0.950 -0.668  N2 1.025
7 H 0.758 1.001 0.796  N2 1.044
8 H 0.669 2.245 -0.435  N2 1.025
9 H 1.926 -2.632 1.844  O11 0.945
10 H 0.457 -2.505 2.532  O11 0.965
11 O 1.173 -2.093 2.032  H9 0.945, H10 0.965
12 H -2.090 -2.452 -4.503  O14 0.952
13 H -1.727 -3.202 -3.139  O14 0.995
14 O -1.800 -2.326 -3.605  H12 0.952, H13 0.995
15 H -1.131 -0.968 -1.813  O17 1.010
16 H -0.466 -0.081 -2.878  O17 1.004
17 O -0.829 -0.013 -1.944  H15 1.010, H16 1.004
18 H 1.966 -0.447 2.381  O20 0.955
19 H 2.664 0.900 2.541  O20 0.986
20 O 1.897 0.463 2.101  H18 0.955, H19 0.986

---

It comes down to entry ii, which is 0.0194 hartree more stable than the next structure.

---

Entry i
ORCA calculation (wB97M-V/def2-TZVPD) on an isolated molecule of C4H7FO.

Calculated values
HOMO energy	-0.3852	Ha
total charge	0
SMILES	FCC[C@@H]1CO1
gap between HOMO and LUMO	11.47	eV
LUMO energy	0.0364	Eh

Each atom is followed by the atoms it is bonded to, with distances in Å.
Atoms and positions in Å:
1 C 1.136 0.253 -0.681  C2 1.446, H5 1.107, H6 1.051, F13 1.486
2 C 0.076 -0.728 -0.742  C1 1.446, C3 1.408, H7 1.245, H8 1.218
3 C -0.900 -0.352 0.200  C2 1.408, C4 1.544, H9 1.069, O12 1.400
4 C -0.777 0.722 1.303  C3 1.544, H10 1.015, H11 1.084, O12 1.449
5 H 0.868 1.290 -0.958  C1 1.107
6 H 1.745 0.218 0.175  C1 1.051
7 H -0.585 -0.653 -1.795  C2 1.245
8 H 0.503 -1.808 -0.376  C2 1.218
9 H -1.920 -0.623 0.026  C3 1.069
10 H -0.001 1.376 1.303  C4 1.015
11 H -1.689 0.936 1.847  C4 1.084
12 O -0.537 -0.692 1.510  C3 1.400, C4 1.449
13 F 2.081 0.061 -1.811  C1 1.486

---

Entry ii
ORCA calculation (wB97M-V/def2-TZVPD) on an isolated molecule of C4H7FO.

Calculated values
HOMO energy	-0.3459	Ha
total charge	0
SMILES	C=C(F)COC
gap between HOMO and LUMO	10.35	eV
LUMO energy	0.0344	Eh

Each atom is followed by the atoms it is bonded to, with distances in Å.
Atoms and positions in Å:
1 C 2.532 -0.141 -0.072  H5 1.133, H6 1.059, H7 1.106, O12 1.407
2 C 0.224 -0.726 0.108  C3 1.554, H8 1.178, H9 1.061, O12 1.495
3 C -1.155 -0.027 -0.046  C2 1.554, C4 1.332, F13 1.285
4 C -2.353 -0.609 -0.090  C3 1.332, H10 1.083, H11 1.054
5 H 2.883 -0.080 -1.148  C1 1.133
6 H 2.475 -1.121 0.326  C1 1.059
7 H 3.103 0.419 0.692  C1 1.106
8 H 0.199 -1.240 1.167  C2 1.178
9 H 0.542 -1.398 -0.649  C2 1.061
10 H -2.419 -1.690 -0.081  C4 1.083
11 H -3.254 -0.067 -0.025  C4 1.054
12 O 1.226 0.377 -0.008  C1 1.407, C2 1.495
13 F -0.981 1.242 0.043  C3 1.285

---

Entry iii
ORCA calculation (wB97M-V/def2-TZVPD) on a cluster of 2 separate species, C4H7FO in total.

Calculated values
HOMO energy (spin up / spin down)	-0.2903 / -0.2903	Ha
total charge	0
gap between HOMO and LUMO (spin up / spin down)	8.05 / 8.05	eV
LUMO energy (spin up / spin down)	0.0056 / 0.0056	Eh

Each atom is followed by the atoms it is bonded to, with distances in Å.
Atoms and positions in Å:
1 C -0.689 -0.057 2.822  C2 1.324, H7 1.013, H8 1.102
2 C -0.483 0.366 1.584  C1 1.324, O5 1.307, H9 1.025
3 C 0.001 -0.324 -2.065  C4 1.435, H10 1.137, H11 1.032, H12 1.008
4 C 0.562 0.566 -1.089  C3 1.435, F6 1.283, H13 1.142
5 O -0.219 -0.398 0.556  C2 1.307
6 F 0.362 1.831 -1.162  C4 1.283
7 H -0.927 0.580 3.573  C1 1.013
8 H -0.659 -1.093 3.197  C1 1.102
9 H -0.403 1.386 1.624  C2 1.025
10 H -1.129 -0.337 -1.935  C3 1.137
11 H 0.199 -1.306 -1.817  C3 1.032
12 H 0.395 -0.168 -2.979  C3 1.008
13 H 1.664 0.514 -0.793  C4 1.142

---

It comes down to entry ii, which is 0.0263 hartree more stable than the next structure.

---

Entry i
ORCA calculation (wB97M-V/def2-TZVPD) on the ion C5H12N5 with charge +1.

Calculated values
HOMO energy	-0.5461	Ha
total charge	+1
SMILES	CCCNn1nnc(C)[nH+]1
gap between HOMO and LUMO	10.43	eV
LUMO energy	-0.1628	Eh

Each atom is followed by the atoms it is bonded to, with distances in Å.
Atoms and positions in Å:
1 C 2.148 -1.198 0.657  C2 1.527, H11 1.089, H12 1.089, H13 1.092
2 C 2.213 -0.292 -0.570  C1 1.527, C3 1.532, H14 1.090, H15 1.092
3 C 1.867 1.167 -0.258  C2 1.532, N4 1.480, H16 1.089, H17 1.092
4 N 0.545 1.555 -0.799  C3 1.480, N5 1.378, H18 1.015
5 N -0.504 1.034 -0.073  N4 1.378, N6 1.293, N10 1.334
6 N -0.761 1.161 1.188  N5 1.293, N7 1.309
7 N -1.847 0.477 1.446  N6 1.309, C8 1.332
8 C -2.265 -0.104 0.323  N7 1.332, C9 1.474, N10 1.334
9 C -3.448 -0.969 0.156  C8 1.474, H19 1.090, H20 1.089, H21 1.088
10 N -1.407 0.233 -0.641  N5 1.334, C8 1.334, H22 1.013
11 H 2.901 -0.900 1.385  C1 1.089
12 H 2.342 -2.236 0.389  C1 1.089
13 H 1.172 -1.152 1.145  C1 1.092
14 H 3.219 -0.323 -0.988  C2 1.090
15 H 1.544 -0.655 -1.353  C2 1.092
16 H 2.566 1.862 -0.721  C3 1.089
17 H 1.893 1.347 0.819  C3 1.092
18 H 0.418 2.560 -0.858  N4 1.015
19 H -3.289 -1.913 0.676  C9 1.090
20 H -4.317 -0.484 0.597  C9 1.089
21 H -3.645 -1.168 -0.896  C9 1.088
22 H -1.344 -0.003 -1.624  N10 1.013

---

Entry ii
ORCA calculation (wB97M-V/def2-TZVPD) on the ion C5H12N5 with charge +1.

Calculated values
HOMO energy	-0.5923	Ha
total charge	+1
SMILES	C[n+]1nnnn1C(C)(C)C
gap between HOMO and LUMO	10.64	eV
LUMO energy	-0.2011	Eh

Each atom is followed by the atoms it is bonded to, with distances in Å.
Atoms and positions in Å:
1 C -1.394 -0.555 -0.214  C5 1.564, H11 1.045, H12 1.036, H13 1.060
2 C 0.805 0.596 -0.902  C5 1.552, H14 1.058, H15 1.070, H16 1.081
3 C -1.060 1.868 0.193  C5 1.496, H17 1.109, H18 1.054, H19 1.049
4 C 1.137 -2.128 1.194  N10 1.478, H20 1.166, H21 1.025, H22 0.995
5 C -0.347 0.553 0.137  C1 1.564, C2 1.552, C3 1.496, N9 1.440
6 N 0.813 0.543 3.446  N7 1.262, N8 1.265
7 N 0.191 1.152 2.533  N6 1.262, N9 1.403
8 N 1.174 -0.624 3.117  N6 1.265, N10 1.320
9 N 0.247 0.294 1.423  C5 1.440, N7 1.403, N10 1.353
10 N 0.828 -0.846 1.862  C4 1.478, N8 1.320, N9 1.353
11 H -2.321 -0.378 0.236  C1 1.045
12 H -1.749 -0.386 -1.173  C1 1.036
13 H -0.917 -1.486 -0.046  C1 1.060
14 H 0.560 1.172 -1.755  C2 1.058
15 H 1.629 0.998 -0.349  C2 1.070
16 H 1.049 -0.438 -1.105  C2 1.081
17 H -1.961 1.768 0.830  C3 1.109
18 H -0.515 2.706 0.528  C3 1.054
19 H -1.372 2.154 -0.766  C3 1.049
20 H 1.871 -1.899 0.319  C4 1.166
21 H 1.543 -2.730 1.918  C4 1.025
22 H 0.321 -2.598 0.871  C4 0.995

---

It comes down to entry i, which is 0.0673 hartree more stable than the next structure.